Computed, not measured: one molecule with the formula C3H5NOS2, with ωB97M-V/def2-TZVPD.

Results
largest force on an atom	0.022	Eh/bohr
spin multiplicity	1
structure (SMILES)	C1=NSCSCO1
orbital gap	9.1250	eV
energy relative to the best compared isomer or geometry (same formula, charge and spin)	1.506	eV
lowest unoccupied orbital energy	0.02824	Eh

Last columns: bonded neighbours and bond lengths (Å).
Positions of all 12 atoms, in Å:
1 C -0.2127 1.8645 -0.1036  N2 1.257, O7 1.343, H8 1.112
2 N -1.2436 1.1460 -0.1387  C1 1.257, S3 1.619
3 S -1.7285 -0.3926 -0.0008  N2 1.619, C4 1.784
4 C -0.3762 -1.4918 0.3796  S3 1.784, S5 1.779, H9 1.107, H10 1.085
5 S 1.1821 -1.1502 -0.4087  C4 1.779, C6 1.817
6 C 1.6088 0.3686 0.4935  S5 1.817, O7 1.410, H11 1.083, H12 1.097
7 O 1.0946 1.5637 -0.0501  C1 1.343, C6 1.410
8 H -0.4241 2.9520 -0.2018  C1 1.112
9 H -0.7792 -2.4788 0.0797  C4 1.107
10 H -0.2113 -1.5467 1.4503  C4 1.085
11 H 1.2837 0.3357 1.5263  C6 1.083
12 H 2.7025 0.4437 0.4527  C6 1.097